89
Properties=species:S:1:pos:R:3 method="wB97M-V/def2-TZVPD" charge=-2 lumo_ha="0.142 / 0.138" de_lowest_ev=0.000 multiplicity=2 max_force_ev_per_a=3.30 e_homo_ev="-0.13 / -0.13"
Lu 13.298 10.925 13.864
S 8.516 10.749 14.589
Sb 9.482 12.314 12.955
S 11.508 12.830 14.335
S 10.818 10.633 11.585
C 10.567 10.771 18.985
C 9.772 9.472 18.909
C 10.434 8.191 19.450
C 9.184 9.159 17.515
N 10.192 9.129 16.488
C 10.733 10.074 15.666
N 11.817 9.524 15.084
N 11.728 8.209 15.341
N 10.816 7.952 16.182
H 11.168 10.753 19.916
H 9.863 11.650 19.010
H 11.261 10.904 18.163
H 8.830 9.628 19.527
H 11.231 7.821 18.748
H 9.720 7.383 19.672
H 10.846 8.322 20.430
H 8.356 9.800 17.172
H 8.670 8.141 17.539
H 10.580 11.114 15.809
C 14.695 12.562 17.582
C 15.370 11.208 17.542
C 16.128 10.791 18.603
C 16.747 9.537 18.687
C 16.644 8.642 17.637
C 15.987 9.029 16.469
C 15.966 8.146 15.268
C 15.353 10.320 16.363
N 14.602 10.695 15.379
H 14.711 12.879 18.660
H 13.715 12.594 17.129
H 15.336 13.227 16.968
H 16.212 11.527 19.422
H 17.220 9.178 19.584
H 17.050 7.642 17.728
H 16.725 7.400 15.396
H 16.116 8.641 14.267
H 14.926 7.668 15.122
C 12.657 7.001 9.951
Si 10.913 6.827 10.492
C 10.906 6.428 12.278
C 10.105 5.262 9.714
Sb 9.487 9.004 10.208
Si 6.890 8.165 10.454
C 6.842 7.420 12.169
C 5.713 9.533 10.515
C 6.400 6.879 9.155
Si 9.665 9.782 7.685
C 8.329 10.819 6.869
C 11.236 10.793 7.542
C 9.888 8.247 6.650
H 13.167 6.003 10.080
H 13.134 7.741 10.649
H 12.909 7.385 8.915
H 11.813 5.827 12.483
H 10.002 5.806 12.328
H 10.956 7.242 13.029
H 10.740 4.433 10.089
H 10.174 5.253 8.655
H 9.101 5.111 10.093
H 7.046 8.195 12.872
H 7.515 6.537 12.387
H 5.818 7.022 12.375
H 5.922 10.081 11.391
H 4.663 9.097 10.598
H 5.782 10.173 9.630
H 5.598 7.340 8.605
H 6.004 6.082 9.795
H 7.250 6.491 8.532
H 8.860 11.767 6.579
H 7.440 11.106 7.399
H 7.937 10.354 5.958
H 11.211 11.781 8.001
H 11.537 10.841 6.493
H 12.089 10.314 8.048
H 9.111 7.507 6.865
H 10.850 7.803 6.930
H 9.896 8.563 5.590
C 15.261 9.723 10.546
C 14.478 10.174 11.729
O 14.324 11.451 11.959
O 13.803 9.307 12.457
H 15.643 10.590 9.964
H 14.398 9.240 10.004
H 16.085 9.047 10.815